(1)
{"formula": "C24H25F2OSi", "method": "the ωB97M-V functional and the def2-TZVPD basis", "species": ["Si", "F", "F", "O", "C", "C", "C", "C", "C", "C", "C", "C", "C", "C", "C", "C", "C", "C", "C", "C", "C", "C", "C", "C", "C", "C", "C", "C", "H", "H", "H", "H", "H", "H", "H", "H", "H", "H", "H", "H", "H", "H", "H", "H", "H", "H", "H", "H", "H", "H", "H", "H", "H"], "coordinates": [[2.543, 1.724, -1.203], [-7.193, -0.668, 2.648], [3.218, -1.896, 3.462], [0.477, 0.588, -2.532], [0.638, 0.635, 3.189], [0.863, -2.150, 3.300], [-0.542, -0.155, 3.026], [1.887, 0.072, 3.365], [-4.083, 1.189, 2.754], [-1.745, 0.564, 2.790], [0.289, -0.378, -3.530], [0.908, -0.153, -4.759], [1.294, 0.286, -1.445], [-4.967, -1.460, 2.799], [0.079, -2.288, -5.535], [1.977, -1.319, 3.399], [1.866, 2.750, 0.203], [-0.475, -1.516, -3.300], [0.847, -1.140, -5.742], [-5.855, -0.393, 2.731], [4.195, 0.953, -0.778], [-3.602, -1.196, 2.846], [-0.595, -2.463, -4.325], [-0.390, -1.570, 3.125], [-5.439, 0.938, 2.704], [2.658, 2.673, -2.825], [1.178, -0.870, -0.755], [-3.104, 0.147, 2.794], [4.153, 0.349, 0.141], [-3.731, 2.223, 2.796], [2.517, 3.611, 0.413], [-5.325, -2.488, 2.825], [0.873, 3.133, -0.072], [0.970, -3.231, 3.358], [1.683, 3.074, -3.134], [-1.605, 1.646, 2.672], [1.782, -1.028, 0.142], [-6.167, 1.743, 2.648], [3.033, 2.059, -3.657], [4.939, 1.750, -0.621], [1.754, 2.171, 1.133], [-1.224, -3.340, -4.174], [0.532, 1.722, 3.212], [1.465, 0.771, -4.910], [-0.951, -1.669, -2.332], [-2.917, -2.022, 2.953], [0.477, -1.653, -1.038], [4.564, 0.305, -1.588], [-1.255, -2.213, 3.089], [2.782, 0.687, 3.463], [3.342, 3.530, -2.730], [-0.006, -3.037, -6.322], [1.390, -0.997, -6.675]], "forces_ev_per_a": [[-0.108, -0.723, -0.244], [1.927, 0.417, 0.204], [-1.835, 0.846, 0.096], [-0.162, -0.334, -0.596], [-0.132, 0.009, -0.016], [-0.770, 0.118, -0.026], [0.462, 0.082, -0.053], [0.004, 0.035, 0.079], [0.253, 0.066, -0.088], [-0.076, -0.468, 0.728], [0.111, 0.084, 0.266], [0.098, -0.283, 0.167], [-0.084, -0.664, 0.384], [0.905, -0.257, 0.144], [-0.030, 0.108, 0.161], [1.351, -0.404, -0.386], [-0.036, 0.471, 0.181], [0.016, -0.186, -0.369], [-0.266, 0.129, 0.078], [-1.445, 0.007, -0.427], [0.256, 0.101, 0.119], [-0.407, 0.456, 0.066], [0.063, 0.169, -0.012], [0.594, 0.080, 0.194], [0.061, -0.109, 0.139], [-0.069, 0.232, 0.014], [0.132, 0.901, -0.137], [-0.644, -0.020, -0.106], [-0.004, 0.145, -0.214], [-0.167, -0.287, -0.198], [-0.200, -0.151, 0.009], [-0.031, 0.329, 0.002], [0.222, -0.037, 0.070], [0.071, 0.269, -0.019], [0.183, -0.138, 0.133], [-0.060, -0.407, 0.054], [0.022, 0.011, -0.429], [0.106, -0.191, 0.059], [-0.072, 0.028, 0.348], [-0.110, -0.243, -0.005], [0.119, 0.052, -0.320], [0.202, 0.170, -0.019], [0.113, -0.294, -0.194], [-0.093, -0.261, 0.046], [-0.056, 0.094, -0.440], [-0.344, 0.014, -0.193], [0.290, 0.208, 0.217], [-0.180, 0.211, 0.221], [0.350, -0.057, -0.137], [-0.261, -0.236, -0.002], [-0.115, -0.213, 0.052], [0.045, 0.161, 0.224], [-0.199, -0.039, 0.176]], "spin_multiplicity": 1, "relative_energy_ev": 0.000, "orbital_gap_ev": 4.7, "total_charge": 1}

---

(2)
{"formula": "C24H25F6N5PRuS4", "method": "the ωB97M-V functional and the def2-TZVPD basis", "species": ["Ru", "S", "S", "S", "S", "P", "F", "F", "F", "F", "F", "F", "N", "N", "N", "N", "N", "C", "C", "C", "C", "C", "C", "C", "C", "C", "C", "C", "C", "C", "C", "C", "C", "C", "C", "C", "C", "C", "C", "C", "C", "H", "H", "H", "H", "H", "H", "H", "H", "H", "H", "H", "H", "H", "H", "H", "H", "H", "H", "H", "H", "H", "H", "H", "H", "H"], "coordinates": [[0.357, 0.100, 0.231], [-1.118, -0.222, 1.955], [1.928, 0.708, 1.761], [1.845, 0.959, -1.447], [1.993, 2.794, 1.728], [2.418, -2.735, -0.387], [3.344, -1.433, -0.216], [3.489, -3.527, -1.218], [1.769, -2.063, -1.710], [1.190, -1.843, 0.531], [2.909, -3.289, 1.015], [1.315, -3.904, -0.483], [-1.808, -2.341, -2.364], [-0.596, 1.883, -0.057], [-1.619, -0.252, -2.175], [-0.958, -0.818, -1.144], [-2.156, -1.161, -2.893], [4.135, 3.822, 0.528], [-0.080, -0.200, 3.413], [-0.587, -0.651, 4.620], [-1.036, 3.797, -1.404], [-2.214, -3.615, -2.962], [1.460, 0.005, 5.707], [0.188, -0.545, 5.768], [-2.017, 4.209, -0.523], [-2.282, 3.437, 0.595], [5.037, 3.336, -1.635], [5.076, 4.064, -0.458], [3.114, 2.890, 0.346], [1.203, 0.337, 3.348], [-1.700, 1.518, 2.084], [0.611, 2.074, -2.167], [1.978, 0.436, 4.493], [-1.537, 2.293, 0.814], [4.041, 2.391, -1.817], [-0.357, 2.615, -1.161], [3.052, 2.170, -0.859], [-4.709, -3.192, -2.834], [-3.561, -4.115, -2.442], [-1.073, -2.122, -1.281], [-3.524, -4.358, -0.936], [-2.575, 5.117, -0.706], [-4.459, -4.808, -0.602], [-3.704, -5.079, -2.940], [-0.808, 4.369, -2.292], [4.023, 1.801, -2.725], [2.064, 0.075, 6.601], [2.985, 0.828, 4.429], [5.853, 4.796, -0.289], [-0.616, -2.880, -0.668], [-3.045, 3.725, 1.304], [-5.661, -3.628, -2.534], [-2.234, -3.451, -4.038], [-1.580, -1.080, 4.662], [-3.406, -3.419, -0.387], [-1.077, 1.979, 2.851], [1.109, 2.871, -2.716], [-2.732, 1.537, 2.431], [-0.202, -0.901, 6.712], [-2.710, -5.028, -0.653], [-1.418, -4.324, -2.734], [4.192, 4.351, 1.470], [5.783, 3.486, -2.403], [-4.621, -2.219, -2.345], [-4.738, -3.021, -3.911], [0.060, 1.450, -2.876]], "forces_ev_per_a": [[0.261, 0.115, -0.295], [-0.163, -0.019, 0.256], [-0.025, -0.067, 0.152], [-0.094, -0.051, 0.108], [-0.042, 0.051, -0.072], [0.000, 0.095, 0.026], [0.024, 0.029, -0.021], [-0.007, 0.001, 0.021], [-0.028, -0.059, 0.014], [-0.025, -0.061, -0.028], [0.012, -0.019, -0.015], [0.000, -0.062, -0.007], [-0.101, 0.027, 0.021], [-0.063, 0.072, 0.009], [-0.277, 0.068, 0.225], [0.326, -0.021, -0.209], [0.221, -0.030, -0.187], [-0.018, -0.035, -0.013], [0.076, 0.041, -0.030], [0.011, 0.004, 0.017], [0.032, -0.029, -0.023], [-0.009, -0.003, 0.011], [0.005, -0.001, -0.004], [-0.006, 0.004, -0.005], [-0.035, 0.024, 0.006], [0.007, 0.023, 0.011], [0.002, 0.020, 0.038], [0.007, -0.016, -0.029], [0.038, 0.073, 0.043], [-0.010, -0.021, -0.017], [0.016, -0.026, 0.019], [-0.013, -0.058, 0.048], [0.001, 0.001, 0.016], [0.069, -0.014, -0.077], [-0.006, -0.024, -0.005], [-0.085, 0.043, 0.030], [-0.007, -0.052, -0.051], [0.005, 0.005, -0.006], [0.006, -0.025, 0.017], [-0.041, -0.014, -0.005], [-0.001, -0.010, -0.002], [0.005, 0.000, 0.001], [0.001, 0.000, -0.002], [-0.009, 0.004, -0.003], [0.004, -0.004, -0.001], [-0.010, 0.000, 0.004], [-0.001, 0.003, 0.000], [0.000, 0.000, 0.003], [-0.003, 0.002, -0.001], [-0.005, 0.002, 0.007], [0.005, -0.007, 0.009], [0.001, 0.006, 0.002], [-0.022, 0.008, 0.002], [0.001, -0.005, -0.004], [-0.006, -0.004, 0.003], [-0.033, 0.007, 0.021], [0.006, 0.001, -0.015], [-0.011, -0.024, -0.022], [-0.001, -0.002, -0.001], [0.001, 0.007, 0.002], [0.000, 0.003, -0.003], [0.000, 0.000, -0.002], [0.001, -0.005, 0.001], [0.000, 0.001, 0.004], [-0.002, -0.001, -0.001], [0.018, 0.027, 0.006]], "spin_multiplicity": 1, "relative_energy_ev": 0.000, "orbital_gap_ev": 8.4, "total_charge": 1}

---

(3)
{"formula": "C24H25FeN6O2PS4Te", "method": "the ωB97M-V functional and the def2-TZVPD basis", "species": ["Te", "Fe", "S", "S", "S", "S", "P", "O", "O", "N", "N", "N", "N", "N", "N", "C", "C", "C", "C", "C", "C", "C", "C", "C", "C", "C", "C", "C", "C", "C", "C", "C", "C", "C", "C", "C", "C", "C", "C", "H", "H", "H", "H", "H", "H", "H", "H", "H", "H", "H", "H", "H", "H", "H", "H", "H", "H", "H", "H", "H", "H", "H", "H", "H"], "coordinates": [[-2.344, -0.007, 1.906], [-0.366, 0.493, 0.373], [-2.396, -2.559, 3.947], [1.560, -0.514, 1.673], [-3.302, -1.259, -6.168], [-0.056, 2.454, 1.666], [1.164, 1.183, 2.600], [2.479, 2.061, 2.882], [0.613, 0.776, 4.027], [-0.731, -1.097, -0.716], [3.176, 1.237, -2.107], [1.288, 1.074, -1.008], [-3.183, 0.175, -5.447], [-1.444, 1.419, -1.090], [-2.635, -2.197, -5.041], [-0.659, -3.403, -1.322], [2.796, 2.529, -1.815], [-2.773, -4.399, 2.242], [4.669, 2.008, 1.908], [-1.720, 0.573, -2.095], [-0.116, 1.666, 4.897], [-2.281, 3.208, -2.426], [-2.307, 0.985, -3.279], [3.791, 1.493, 3.024], [-1.269, -3.140, -2.525], [-1.730, 2.701, -1.248], [-1.638, -1.820, -2.807], [1.630, 2.409, -1.137], [-2.732, -3.168, 1.520], [-2.606, -0.036, -4.277], [-1.354, -0.839, -1.874], [-2.577, 2.345, -3.453], [-2.291, -1.402, -4.043], [0.647, 2.919, 5.271], [-0.405, -2.354, -0.438], [-2.532, -2.069, 2.311], [-2.608, -4.218, 3.581], [2.363, -1.082, -1.764], [2.242, 0.393, -1.607], [1.394, -1.527, -1.970], [-2.472, 4.269, -2.512], [-1.472, -3.917, -3.249], [3.379, 3.385, -2.107], [-3.017, 2.687, -4.381], [-0.370, -4.407, -1.044], [1.602, 2.674, 5.739], [4.251, 1.710, 0.944], [-2.612, -4.964, 4.360], [-1.519, 3.343, -0.403], [1.019, 3.187, -0.715], [-2.932, -5.367, 1.785], [0.049, 3.495, 5.980], [-1.064, 1.897, 4.412], [3.730, 0.405, 2.997], [-2.896, -3.100, 0.454], [0.080, -2.516, 0.515], [4.726, 3.097, 1.934], [2.756, -1.533, -0.851], [4.006, 0.955, -2.595], [5.677, 1.599, 1.999], [4.162, 1.795, 4.004], [0.842, 3.544, 4.401], [3.030, -1.325, -2.592], [-0.318, 1.060, 5.778]], "forces_ev_per_a": [[-0.725, 0.055, 0.273], [1.065, 0.049, -1.037], [0.125, -0.057, 0.147], [-0.379, 0.078, -0.108], [-0.108, -0.075, -0.243], [0.082, 0.027, 0.094], [0.083, 0.415, 0.300], [0.144, -0.146, -0.071], [0.136, 0.041, 0.294], [0.189, -0.277, 0.168], [-0.005, 0.063, -0.004], [-0.092, 0.225, 0.227], [0.025, 0.084, 0.064], [-0.055, -0.290, 0.325], [0.055, -0.037, 0.084], [0.079, 0.000, 0.134], [0.041, -0.079, -0.017], [0.000, 0.108, -0.097], [0.009, 0.012, -0.054], [0.153, -0.598, 0.152], [-0.066, -0.049, -0.064], [0.037, 0.028, 0.141], [-0.200, 0.072, -0.467], [-0.071, -0.010, 0.052], [-0.081, 0.114, -0.110], [-0.104, 0.009, 0.027], [-0.113, -0.314, -0.457], [-0.099, -0.074, -0.073], [-0.155, -0.113, -0.038], [0.083, 0.191, 0.225], [-0.219, 0.797, 0.022], [-0.058, -0.121, -0.085], [0.131, -0.074, 0.252], [0.033, -0.018, -0.013], [-0.073, 0.004, -0.024], [0.209, -0.027, -0.086], [-0.007, 0.036, 0.036], [0.039, 0.033, 0.056], [-0.038, -0.055, -0.068], [0.029, 0.003, -0.053], [-0.021, -0.012, 0.018], [-0.010, 0.001, 0.024], [-0.016, -0.021, 0.015], [0.002, 0.001, 0.020], [-0.007, 0.013, 0.001], [-0.014, -0.004, 0.007], [0.016, -0.012, 0.016], [-0.007, 0.007, -0.034], [0.027, 0.004, -0.029], [0.046, -0.019, 0.038], [-0.008, 0.026, -0.001], [0.015, -0.012, 0.001], [-0.011, 0.030, -0.029], [-0.006, -0.028, 0.021], [-0.010, 0.015, -0.018], [-0.033, -0.018, 0.024], [0.003, -0.015, 0.004], [-0.031, 0.005, 0.011], [-0.002, -0.019, -0.021], [-0.016, 0.014, -0.002], [0.013, 0.009, 0.005], [-0.020, 0.010, 0.000], [0.028, 0.014, 0.023], [-0.038, -0.018, 0.001]], "spin_multiplicity": 1, "relative_energy_ev": 0.000, "orbital_gap_ev": [5.2, 5.2]}

---

(4)
{"formula": "C24H25N13O3S2Ti", "method": "the ωB97M-V functional and the def2-TZVPD basis", "species": ["Ti", "S", "S", "O", "O", "O", "N", "N", "N", "N", "N", "N", "N", "N", "N", "N", "N", "N", "N", "C", "C", "C", "C", "C", "C", "C", "C", "C", "C", "C", "C", "C", "C", "C", "C", "C", "C", "C", "C", "C", "C", "C", "C", "H", "H", "H", "H", "H", "H", "H", "H", "H", "H", "H", "H", "H", "H", "H", "H", "H", "H", "H", "H", "H", "H", "H", "H", "H"], "coordinates": [[-0.235, -1.843, 1.574], [-1.138, -1.247, -0.615], [1.121, 0.057, 1.138], [0.802, -3.210, 0.691], [2.848, -4.060, 0.357], [2.366, -2.013, 4.955], [-3.839, 0.413, 2.532], [-0.936, -2.405, 3.871], [-1.725, 0.664, 2.945], [-3.918, -4.035, 1.475], [-2.993, -5.020, 1.544], [1.316, -2.141, 2.909], [-0.650, 0.655, -2.450], [1.444, 1.872, -0.834], [-2.895, 1.182, 3.110], [-1.805, -4.533, 1.535], [-1.854, -0.497, 2.260], [-1.894, -3.183, 1.450], [-3.758, -1.663, 1.367], [1.291, 2.167, -2.246], [1.670, -0.253, -4.855], [-1.380, 5.502, -0.653], [-2.212, 3.786, 0.813], [2.980, -1.832, -2.991], [-0.959, 3.191, 0.832], [2.498, -2.652, 2.259], [-3.202, -2.928, 1.424], [0.665, 0.763, -0.410], [-0.124, 4.905, -0.627], [3.679, -1.320, -4.077], [0.965, -0.741, -3.758], [-0.283, 0.183, -1.165], [2.064, -3.394, 1.005], [3.020, -0.537, -5.017], [1.630, -1.548, -2.834], [0.095, 3.742, 0.104], [-0.028, -1.741, 4.797], [-0.157, 1.988, -2.708], [-2.426, 4.937, 0.064], [-0.473, -0.341, -3.511], [1.371, -1.956, 4.234], [1.425, 3.018, 0.060], [-3.159, -0.606, 2.037], [-3.407, 5.399, 0.048], [1.674, 2.649, 1.056], [1.940, 1.496, -2.814], [0.696, 5.340, -1.191], [-0.262, -0.675, 4.800], [-1.904, -2.142, 3.996], [4.734, -1.538, -4.195], [-0.851, -3.414, 3.900], [1.157, 0.372, -5.581], [-0.792, 2.691, -2.159], [3.178, -1.858, 1.929], [3.058, -3.307, 2.927], [3.475, -2.454, -2.255], [-1.540, 6.405, -1.231], [1.087, -1.955, -1.986], [-1.051, -1.212, -3.202], [-4.760, -1.674, 1.470], [2.218, 3.702, -0.255], [3.560, -0.142, -5.871], [-0.919, 0.059, -4.425], [1.631, 3.190, -2.428], [-0.265, 2.205, -3.775], [-3.015, 3.348, 1.392], [-0.792, 2.305, 1.433], [-0.052, -2.114, 5.824]], "forces_ev_per_a": [[-0.165, 0.099, 0.992], [0.107, -0.071, -0.183], [-0.070, -0.026, -0.002], [0.396, -0.236, 0.101], [-0.025, 0.000, -0.075], [0.035, -0.009, 0.058], [-0.009, -0.039, 0.152], [-0.035, 0.037, -0.151], [-0.037, -0.118, 0.206], [-0.017, -0.091, 0.018], [-0.037, 0.027, -0.026], [0.560, -0.013, -0.458], [-0.092, -0.119, 0.126], [0.064, -0.251, -0.108], [0.056, 0.075, -0.183], [0.064, -0.005, 0.076], [-0.281, 0.278, -0.098], [-0.386, 0.079, -0.246], [-0.121, 0.055, 0.085], [0.180, 0.041, -0.002], [-0.018, -0.002, 0.034], [0.037, -0.011, 0.006], [-0.036, 0.034, -0.011], [-0.067, 0.011, 0.001], [-0.006, 0.087, 0.045], [0.161, 0.133, 0.014], [0.065, -0.068, -0.038], [0.143, 0.021, 0.096], [-0.009, 0.026, -0.023], [0.017, -0.007, -0.020], [-0.029, -0.011, -0.067], [-0.199, -0.156, -0.011], [-0.057, -0.067, -0.048], [0.004, -0.013, 0.000], [0.072, -0.047, 0.005], [0.102, -0.013, 0.063], [0.162, 0.067, -0.040], [-0.138, 0.136, -0.085], [0.007, -0.004, 0.005], [0.009, 0.056, 0.027], [-0.277, -0.008, -0.066], [-0.133, 0.214, 0.134], [-0.022, 0.000, -0.105], [0.002, -0.003, -0.009], [0.001, 0.037, -0.006], [-0.005, 0.000, -0.007], [-0.012, 0.006, 0.001], [-0.016, 0.016, 0.002], [-0.033, -0.009, 0.035], [-0.002, 0.008, -0.001], [-0.014, -0.029, 0.026], [0.007, -0.002, 0.009], [0.027, -0.002, -0.059], [-0.012, 0.013, 0.046], [0.037, -0.059, -0.051], [-0.006, 0.003, 0.001], [0.008, -0.003, -0.001], [0.017, 0.016, -0.006], [0.014, -0.033, -0.083], [-0.008, 0.016, -0.038], [0.006, 0.041, -0.015], [-0.006, -0.004, 0.002], [0.020, 0.032, -0.033], [-0.040, 0.006, -0.004], [0.070, -0.006, -0.004], [0.028, -0.050, 0.006], [-0.019, -0.048, -0.012], [-0.040, -0.039, 0.006]], "spin_multiplicity": 1, "relative_energy_ev": 0.439, "orbital_gap_ev": 6.0, "total_charge": -2}

---

What is the formula in the third record?
C24H25FeN6O2PS4Te